[1]
Molecular formula: C13H12ClF3HfO2
Method: DFT, ωB97M-V/def2-TZVPD

Summary:
* energy: -1458.32499 Eh
* E_HOMO: -21.5814 eV
* strongest force on any atom: 8.28 eV/A
* orbital gap: 2.6 eV
* 2S+1: 1
* charge: +4

Each line ends with the Mulliken charge.
Element x y z (Å)
C: -1.391 -2.625 1.306  -0.943
C: 0.051 -2.738 2.073  -0.099
Cl: 1.288 -3.718 1.035  0.085
C: 0.655 -1.327 2.644  -0.773
C: 0.279 0.004 1.765  0.893
C: -0.267 1.184 2.541  -0.430
C: -0.632 2.626 1.859  0.174
O: -1.239 3.603 2.576  -0.530
C: -0.388 2.762 0.218  -1.049
C: 0.069 1.586 -0.626  0.569
C: 0.090 1.854 -2.255  -0.656
C: 1.266 1.083 -3.076  -0.496
C: 0.712 -0.265 -3.844  0.650
F: 1.472 -0.717 -5.065  -0.052
C: -0.473 -1.075 -3.452  0.430
F: -0.277 -2.488 -2.954  -0.011
F: -1.900 -0.627 -3.548  -0.016
C: 0.434 0.190 0.144  0.656
O: 0.984 -0.862 -0.526  -0.506
H: -1.476 -1.767 0.516  0.157
H: -1.519 -3.641 0.692  0.394
H: -2.242 -2.637 2.113  0.361
H: -0.136 -3.428 3.029  0.484
H: 0.217 -1.179 3.742  0.382
H: 1.832 -1.436 2.800  0.437
H: -0.389 1.097 3.708  0.435
H: -0.609 3.803 -0.299  0.382
H: 0.243 3.010 -2.405  0.513
H: -0.968 1.632 -2.740  0.386
H: 1.821 1.805 -3.832  0.462
H: 2.082 0.757 -2.272  0.404
Hf: 0.410 3.536 4.131  1.306

[2]
Molecular formula: C13H12CoN7Se2Te2
Method: DFT, ωB97M-V/def2-TZVPD

Summary:
* energy relative to the best compared isomer or geometry (same formula, charge and spin): 121.6 kcal/mol
* energy: -7607.26814 Eh
* E_HOMO (alpha / beta): -7.6498 / -7.8675 eV
* strongest force on any atom: 0.63 eV/A
* orbital gap (alpha / beta): 7.1 / 5.9 eV
* 2S+1: 5
* charge: 0

Each line ends with the Mulliken spin population.
Element x y z (Å)
Co: -0.412 -0.999 -0.244  1.256
C: 1.048 -4.619 3.226  0.009
C: 1.259 -3.265 3.445  -0.006
C: 1.353 -2.392 2.373  0.026
C: 1.244 -2.893 1.081  -0.008
C: 1.034 -4.247 0.850  0.001
C: 0.936 -5.108 1.932  -0.007
N: 1.313 -1.966 -0.003  0.129
N: 2.074 -2.339 -0.940  -0.042
C: 1.664 -0.205 -2.028  0.658
C: 2.034 0.194 -3.425  0.023
C: 1.255 1.337 -3.973  0.462
C: 0.191 1.867 -3.279  -0.073
C: -0.334 1.223 -2.173  0.448
C: 0.197 -0.132 -1.838  -0.045
H: 0.969 -5.296 4.066  0.001
H: 1.351 -2.887 4.455  0.000
H: 1.515 -1.332 2.515  0.000
H: 0.945 -4.611 -0.164  -0.002
H: 0.765 -6.163 1.765  0.000
H: 3.100 0.408 -3.539  0.028
H: 1.612 1.794 -4.886  0.009
H: -0.260 2.789 -3.627  0.003
H: -1.166 1.630 -1.618  -0.017
Se: 1.285 2.450 0.940  0.696
Te: -0.989 2.647 1.660  0.307
Te: -1.591 0.011 2.117  -0.010
Se: -2.701 -0.606 -0.052  -0.026
N: 3.918 -2.046 -3.454  0.000
N: 2.543 -2.042 -3.197  0.031
N: 1.783 -1.154 -4.054  0.053
C: 0.391 -1.534 -3.792  0.015
N: -0.357 -1.074 -2.884  0.104
N: 2.257 -1.458 -1.888  -0.036
H: 4.083 -2.800 -4.108  0.000
H: 4.226 -1.176 -3.883  0.001
H: 0.034 -2.307 -4.465  0.010

[3]
Molecular formula: C13H12NP
Method: DFT, ωB97M-V/def2-TZVPD

Summary:
* energy relative to the best compared isomer or geometry (same formula, charge and spin): 90.5 kcal/mol
* energy: -898.48301 Eh
* E_HOMO (alpha / beta): -8.7397 / -7.5913 eV
* strongest force on any atom: 6.43 eV/A
* orbital gap (alpha / beta): 7.4 / 6.5 eV
* 2S+1: 1
* charge: 0

Each line ends with the Mulliken charge.
Element x y z (Å)
C: 4.810 -0.392 0.939  0.238
C: -4.290 -1.094 0.620  -0.341
C: -3.182 -1.295 1.341  -0.280
C: -4.389 0.028 -0.220  -0.320
C: -2.132 -0.338 1.350  -0.628
C: -3.405 0.960 -0.283  -0.645
C: -2.223 0.722 0.419  0.655
C: 0.444 0.522 -0.149  -0.508
C: 3.831 -0.442 0.049  -0.151
C: 1.713 0.787 -0.370  0.650
C: 2.729 -0.349 -0.616  0.618
C: 2.361 2.093 -0.245  -1.703
C: 2.342 -1.440 -1.604  -1.493
N: 5.649 -0.526 1.723  -0.504
P: -0.791 1.780 0.154  -0.149
H: -5.211 -1.746 0.690  0.292
H: -3.185 -2.194 2.012  0.294
H: -5.396 0.219 -0.660  0.283
H: -1.170 -0.571 1.837  0.451
H: -3.274 1.767 -1.039  0.263
H: -0.012 -0.442 -0.031  0.526
H: 1.828 2.936 -0.200  0.622
H: 3.291 2.110 -0.974  0.294
H: 2.920 1.925 0.719  0.365
H: 1.788 -2.102 -1.028  0.364
H: 3.195 -1.951 -2.041  0.438
H: 1.761 -0.966 -2.395  0.370

[4]
Molecular formula: C13H12O
Method: DFT, ωB97M-V/def2-TZVPD

Summary:
* energy relative to the best compared isomer or geometry (same formula, charge and spin): 107.9 kcal/mol
* energy: -577.55823 Eh
* E_HOMO: -8.4510 eV
* strongest force on any atom: 7.08 eV/A
* orbital gap: 8.9 eV
* 2S+1: 1
* charge: 0

Each line ends with the Mulliken charge.
Element x y z (Å)
C: -0.071 1.100 -1.024  0.395
C: -1.428 0.376 -0.460  0.355
C: -2.477 1.137 -0.222  -0.315
C: -3.349 0.347 0.517  -0.271
C: -3.358 -1.094 0.605  -0.465
C: -2.313 -1.858 0.120  -0.457
C: -1.321 -1.069 -0.506  -0.370
C: 1.012 0.183 -0.351  -0.027
C: 1.360 0.572 0.986  -0.471
C: 2.735 0.309 1.435  -0.661
C: 3.475 -0.397 0.512  -0.458
C: 3.004 -0.974 -0.668  -0.378
C: 1.686 -0.807 -1.105  -0.324
H: 1.008 2.764 0.027  0.404
H: -0.303 1.141 -2.199  0.287
H: -2.698 2.293 -0.375  0.287
H: -3.979 0.924 1.235  0.295
H: -3.908 -1.751 1.549  0.160
H: -2.131 -2.884 -0.109  0.393
H: -0.411 -1.420 -0.889  0.324
H: 0.868 1.363 1.556  0.660
H: 3.114 0.665 2.503  0.275
H: 4.384 -0.970 0.754  0.299
H: 3.743 -1.353 -1.400  0.301
H: 1.577 -1.102 -2.111  0.426
O: -0.218 2.505 -0.380  -0.663

[5]
Molecular formula: C13H12OS
Method: DFT, ωB97M-V/def2-TZVPD

Summary:
* energy relative to the best compared isomer or geometry (same formula, charge and spin): 5.7 kcal/mol
* structure (SMILES): OC(S)(c1ccccc1)c1ccccc1
* energy: -975.91583 Eh
* E_HOMO: -8.6829 eV
* strongest force on any atom: 4.42 eV/A
* orbital gap: 9.3 eV
* 2S+1: 1
* charge: 0

Each line ends with the Mulliken charge.
Element x y z (Å)
O: 2.102 -0.345 -1.424  -0.583
C: 1.168 -0.570 0.002  1.431
S: 2.058 -1.858 0.875  -0.274
C: 0.952 0.719 0.587  -0.443
C: 0.253 1.703 -0.081  -0.188
C: 0.143 2.964 0.426  -0.836
C: 0.776 3.289 1.577  -0.325
C: 1.420 2.367 2.331  -0.691
C: 1.451 1.033 1.871  -0.382
C: -0.090 -1.141 -0.475  -0.133
C: -0.064 -1.918 -1.604  0.089
C: -1.253 -2.493 -2.124  -0.510
C: -2.455 -2.306 -1.479  -0.424
C: -2.509 -1.408 -0.358  -0.687
C: -1.372 -0.892 0.205  -0.366
H: 1.878 0.608 -1.530  0.383
H: 2.033 -2.740 -0.114  0.184
H: -0.015 1.542 -1.048  0.538
H: -0.468 3.622 -0.112  0.456
H: 0.640 4.356 1.789  0.326
H: 1.824 2.413 3.403  0.278
H: 2.018 0.283 2.394  0.320
H: 0.859 -2.159 -2.205  0.314
H: -1.150 -3.121 -3.135  0.207
H: -3.394 -2.746 -1.680  0.438
H: -3.462 -1.295 0.112  0.368
H: -1.319 -0.462 1.169  0.509

[6]
Molecular formula: C13H13B2I2MnN7OS4
Method: DFT, ωB97M-V/def2-TZVPD

Summary:
* energy relative to the best compared isomer or geometry (same formula, charge and spin): 25.3 kcal/mol
* energy: -4350.83051 Eh
* E_HOMO (alpha / beta): -2.0781 / -2.5252 eV
* strongest force on any atom: 0.77 eV/A
* orbital gap (alpha / beta): 6.3 / 5.6 eV
* 2S+1: 6
* charge: -2

Each line ends with the Mulliken spin population.
Element x y z (Å)
Mn: -0.002 -0.551 0.287  3.067
C: 0.311 2.780 2.886  0.004
C: -0.106 1.483 2.578  -0.012
N: 0.212 1.188 1.326  0.002
N: 0.831 2.262 0.803  0.010
C: 0.900 3.235 1.723  0.006
B: 1.346 2.244 -0.652  -0.039
N: 0.153 2.070 -1.618  -0.008
C: -0.355 2.896 -2.548  0.001
C: -1.475 2.298 -3.089  0.009
C: -1.579 1.077 -2.402  -0.009
N: -0.596 0.954 -1.527  0.058
N: 2.289 1.032 -0.795  0.011
C: 3.562 0.990 -1.208  0.005
C: 3.989 -0.323 -1.187  0.005
C: 2.877 -1.037 -0.739  -0.024
N: 1.861 -0.215 -0.510  -0.007
H: 0.216 3.299 3.823  0.001
H: -0.604 0.751 3.192  0.002
H: 1.370 4.173 1.482  0.000
H: 1.932 3.268 -0.895  0.000
H: 0.115 3.844 -2.752  0.001
H: -2.123 2.687 -3.855  0.000
H: -2.319 0.297 -2.484  -0.005
H: 4.072 1.900 -1.479  0.001
H: 4.964 -0.704 -1.430  0.001
H: 2.762 -2.091 -0.550  0.013
O: -1.753 -7.387 -0.694  0.023
C: -1.441 -6.242 -0.467  0.013
S: -1.001 -5.084 -1.724  0.005
C: -0.674 -3.708 -0.681  0.146
C: -0.805 -3.927 0.692  0.047
S: -0.505 -2.813 1.898  0.423
S: -1.339 -5.548 1.147  -0.005
S: -0.219 -2.261 -1.409  0.285
I: 2.815 -1.282 3.047  0.529
I: 5.375 0.267 4.340  0.456
B: -4.708 -0.276 0.978  0.001
C: -3.135 -0.380 0.799  0.004
N: -1.993 -0.428 0.649  -0.025
H: -5.144 0.274 -0.018  0.002
H: -4.926 0.388 1.974  0.000
H: -5.150 -1.403 1.088  0.000